47
Properties=species:S:1:pos:R:3:mulliken_charge:R:1 method="wB97M-V/def2-TZVPD" total_charge=0 smiles="Cc1cccc(-c2nn3c(c2-c2ccnc4ccc(C(N)=O)cc24)CCC3)n1" de_lowest_ev=0.000 spin_multiplicity=1 fmax_ha_per_bohr=0.019 lumo_energy_ev=0.197 homo_energy_ev=-8.499
C -0.933 -0.467 -3.492 -1.093
C -1.024 0.828 -2.746 0.622
C -1.541 1.980 -3.331 -0.777
C -1.572 3.151 -2.588 -0.527
C -1.103 3.136 -1.289 -1.030
C -0.626 1.930 -0.774 0.210
C -0.173 1.847 0.608 0.587
N 0.377 2.890 1.228 -1.461
N 0.618 2.475 2.455 0.841
C 0.220 1.207 2.680 -0.793
C -0.299 0.736 1.492 0.630
C -0.935 -0.551 1.216 0.462
C -2.140 -0.875 1.797 -0.606
C -2.759 -2.086 1.453 -0.492
N -2.266 -2.947 0.606 -0.724
C -1.075 -2.673 0.037 0.186
C -0.524 -3.609 -0.866 -0.534
C 0.678 -3.367 -1.463 -0.930
C 1.390 -2.178 -1.195 0.009
C 2.696 -1.966 -1.882 0.120
N 2.975 -0.667 -2.159 -0.292
O 3.451 -2.868 -2.178 -0.651
C 0.887 -1.264 -0.304 -0.582
C -0.355 -1.481 0.317 0.973
C 0.518 0.824 4.086 -0.377
C 1.505 1.932 4.516 -0.634
C 1.206 3.127 3.591 -0.601
N -0.582 0.815 -1.497 0.301
H 0.095 -0.825 -3.495 0.132
H -1.534 -1.224 -2.990 0.194
H -1.278 -0.353 -4.516 0.415
H -1.907 1.959 -4.346 0.408
H -1.963 4.061 -3.020 0.418
H -1.104 4.016 -0.667 0.497
H -2.621 -0.198 2.486 0.506
H -3.715 -2.349 1.889 0.409
H -1.082 -4.513 -1.057 0.493
H 1.116 -4.075 -2.150 0.450
H 2.304 0.063 -1.996 0.220
H 3.835 -0.447 -2.632 0.205
H 1.438 -0.372 -0.046 0.864
H 0.950 -0.172 4.170 0.326
H -0.394 0.850 4.689 0.299
H 1.400 2.195 5.566 0.354
H 2.527 1.590 4.349 0.292
H 2.098 3.687 3.307 0.347
H 0.487 3.822 4.040 0.331